The following is a DFT calculation (the ωB97M-V functional and the def2-TZVPD basis) of the molecule C17H25N3OS.

Results
total charge	0
gap between HOMO and LUMO	8.378	eV
energy relative to the best compared isomer or geometry (same formula, charge and spin)	146.8	kJ/mol
SMILES	CCCCNC(=S)N1CCN(c2ccc(C(C)=O)cc2)CC1

Last column: Löwdin charge in e.
CARTESIAN COORDINATES (ANGSTROEM)
C: 4.173 -2.586 1.386  -0.100
C: 5.285 -1.749 0.763  -0.255
C: 5.303 -1.812 -0.765  -0.194
C: 4.052 -1.212 -1.415  -0.208
N: 3.901 0.194 -1.085  -0.013
C: 3.081 0.668 -0.106  -0.855
S: 3.610 1.897 0.870  0.663
N: 1.844 0.104 0.012  -0.124
C: 1.017 0.458 1.149  -0.178
C: 0.095 1.629 0.792  -0.141
N: -0.728 1.296 -0.350  -0.094
C: -1.981 0.741 -0.211  -0.214
C: -2.511 0.383 1.039  -0.017
C: -3.790 -0.113 1.163  -0.028
C: -4.609 -0.286 0.048  -0.175
C: -5.982 -0.817 0.104  -0.416
C: -6.554 -1.108 1.473  -0.020
O: -6.633 -1.011 -0.904  0.071
C: -4.086 0.074 -1.199  -0.009
C: -2.815 0.576 -1.329  -0.010
C: 0.108 0.986 -1.486  -0.120
C: 1.047 -0.195 -1.163  -0.118
H: 4.280 -2.598 2.468  0.072
H: 4.216 -3.612 1.025  0.075
H: 3.193 -2.175 1.153  0.054
H: 6.248 -2.110 1.129  0.106
H: 5.180 -0.713 1.089  0.081
H: 5.387 -2.853 -1.086  0.112
H: 6.183 -1.278 -1.133  0.110
H: 4.129 -1.308 -2.504  0.118
H: 3.171 -1.754 -1.076  0.104
H: 4.777 0.703 -1.113  0.110
H: 1.666 0.725 1.984  0.081
H: 0.422 -0.423 1.412  0.127
H: -0.521 1.923 1.639  0.120
H: 0.719 2.486 0.516  0.111
H: -1.915 0.477 1.933  0.098
H: -4.141 -0.381 2.148  0.108
H: -6.541 -0.210 2.086  0.085
H: -7.579 -1.456 1.365  0.082
H: -5.967 -1.879 1.967  0.085
H: -4.718 -0.042 -2.066  0.119
H: -2.474 0.870 -2.309  0.103
H: -0.490 0.731 -2.358  0.110
H: 0.716 1.867 -1.721  0.136
H: 1.692 -0.377 -2.021  0.114
H: 0.447 -1.089 -0.959  0.136

***

The following is a DFT calculation (the ωB97M-V functional and the def2-TZVPD basis) of C17H25N8O2V as an isolated structure.

Results
total charge	+1
gap between HOMO and LUMO (alpha / beta)	7.956 / 8.593	eV
energy relative to the best compared isomer or geometry (same formula, charge and spin)	64.3	kJ/mol
2S+1	4

Last column: Löwdin charge in e.
CARTESIAN COORDINATES (ANGSTROEM)
V: 7.894 -11.563 -1.316  0.979
N: 6.659 -10.254 0.044  -0.049
N: 5.612 -9.824 -0.756  -0.025
C: 5.282 -10.562 -1.877  -0.746
O: 4.333 -10.084 -2.477  0.055
O: 6.060 -11.490 -2.258  -0.124
H: 6.224 -10.637 0.942  0.144
H: 7.289 -9.496 0.292  0.108
H: 4.986 -9.106 -0.440  0.153
C: 8.744 -11.966 -5.772  0.016
N: 8.175 -13.215 -5.094  -0.100
C: 7.823 -14.343 -5.950  -0.031
C: 8.035 -13.304 -3.742  -0.477
N: 8.798 -12.631 -2.940  0.021
N: 7.113 -14.141 -3.194  -0.116
C: 7.125 -14.507 -1.758  -0.050
C: 5.686 -14.212 -3.663  -0.016
H: 9.170 -11.303 -5.016  0.078
H: 8.085 -11.450 -6.384  0.062
H: 9.526 -12.234 -6.500  0.095
H: 6.826 -14.284 -6.366  0.089
H: 7.821 -15.256 -5.352  0.102
H: 8.541 -14.336 -6.681  0.058
H: 9.717 -12.494 -3.325  0.072
H: 6.694 -13.722 -1.081  0.068
H: 8.142 -14.609 -1.408  0.074
H: 6.413 -15.312 -1.653  0.096
H: 5.692 -13.504 -4.473  0.086
H: 5.039 -13.793 -2.880  0.094
H: 5.391 -15.208 -3.912  0.087
C: 9.145 -13.843 2.275  -0.054
C: 8.500 -13.056 1.379  -0.112
N: 9.105 -12.551 0.257  -0.043
C: 10.378 -12.875 0.131  -0.109
C: 11.118 -13.708 0.947  -0.184
C: 10.427 -14.240 2.051  0.004
C: 12.459 -14.129 0.492  -0.040
C: 12.862 -15.278 -0.055  -0.006
C: 12.055 -16.512 -0.190  -0.275
C: 12.488 -17.614 -0.891  0.003
C: 11.629 -18.711 -0.995  -0.102
N: 10.430 -18.757 -0.398  0.086
C: 10.138 -17.642 0.320  -0.175
N: 10.873 -16.543 0.406  0.123
H: 8.665 -14.079 3.197  0.116
H: 7.466 -12.667 1.519  0.118
H: 10.994 -12.414 -0.655  0.134
H: 10.827 -15.043 2.674  0.135
H: 13.204 -13.368 0.598  0.111
H: 13.920 -15.337 -0.420  0.134
H: 13.340 -17.632 -1.487  0.095
H: 11.901 -19.572 -1.596  0.114
H: 9.127 -17.689 0.797  0.124

***

The following is a DFT calculation (the ωB97M-V functional and the def2-TZVPD basis) of C17H25NNb as an isolated structure.

Results
total charge	-1
gap between HOMO and LUMO	7.387	eV

Last column: Löwdin charge in e.
CARTESIAN COORDINATES (ANGSTROEM)
C: 2.762 2.550 3.312  0.017
C: 1.938 2.887 2.500  -0.346
C: 1.151 3.429 1.390  -0.439
Nb: 1.538 2.080 -0.408  1.090
C: 2.719 3.596 -1.621  -0.443
C: 4.115 3.950 -1.077  -0.420
N: 4.159 4.195 0.370  -0.028
H: 3.481 1.956 3.819  -0.005
H: 0.102 3.518 1.696  0.016
H: 1.512 4.438 1.163  0.027
H: -0.018 2.767 -1.158  -0.158
H: 1.509 0.907 -1.826  -0.175
H: 3.062 1.318 0.285  -0.154
H: 0.570 0.771 0.478  -0.185
H: 2.078 4.472 -1.795  0.012
H: 2.882 3.136 -2.612  0.007
H: 4.865 3.211 -1.377  0.084
H: 4.438 4.889 -1.567  0.081
H: 4.321 5.163 0.592  0.052
H: 4.793 3.585 0.859  0.048
C: -2.160 -0.785 -3.732  -0.103
C: -2.090 0.280 -2.844  -0.096
C: -2.517 0.121 -1.534  -0.095
C: -3.003 -1.107 -1.108  -0.104
C: -3.069 -2.174 -1.993  -0.119
C: -2.652 -2.013 -3.307  -0.114
H: -1.829 -0.659 -4.755  0.094
H: -1.702 1.236 -3.171  0.093
H: -2.466 0.953 -0.844  0.093
H: -3.329 -1.232 -0.082  0.096
H: -3.446 -3.133 -1.658  0.092
H: -2.708 -2.845 -4.000  0.091
C: -1.331 -4.128 0.853  -0.095
C: -1.262 -3.061 1.738  -0.085
C: -1.685 -3.220 3.051  -0.093
C: -2.169 -4.449 3.481  -0.109
C: -2.235 -5.517 2.597  -0.113
C: -1.820 -5.356 1.282  -0.105
H: -1.004 -4.003 -0.171  0.102
H: -0.878 -2.104 1.404  0.103
H: -1.636 -2.385 3.739  0.101
H: -2.495 -4.573 4.507  0.094
H: -2.612 -6.476 2.933  0.093
H: -1.877 -6.188 0.590  0.095

***

The following is a DFT calculation (the ωB97M-V functional and the def2-TZVPD basis) of the molecule C17H25NO2.

Results
total charge	0
gap between HOMO and LUMO	9.497	eV
energy relative to the best compared isomer or geometry (same formula, charge and spin)	80.4	kJ/mol
SMILES	C[C@@H](Oc1ccccc1)C(=O)NC1CCCCCCC1

Last column: Löwdin charge in e.
CARTESIAN COORDINATES (ANGSTROEM)
C: -2.275 -2.508 0.757  -0.006
C: -1.960 -1.405 -0.258  -0.277
O: -2.448 -0.144 0.165  -0.037
C: -3.770 0.165 0.015  -0.253
C: -4.731 -0.643 -0.581  -0.025
C: -6.039 -0.198 -0.681  -0.085
C: -6.407 1.042 -0.193  -0.103
C: -5.450 1.849 0.402  -0.087
C: -4.144 1.417 0.505  -0.011
C: -0.432 -1.327 -0.414  -0.450
O: 0.178 -2.196 -1.004  0.068
N: 0.132 -0.267 0.178  0.115
C: 1.558 -0.008 0.159  -0.300
C: 2.089 -0.055 1.597  -0.147
C: 3.545 0.382 1.780  -0.206
C: 4.556 -0.250 0.817  -0.196
C: 4.849 0.540 -0.468  -0.198
C: 3.943 0.240 -1.668  -0.209
C: 2.709 1.135 -1.817  -0.194
C: 1.867 1.317 -0.553  -0.134
H: -3.348 -2.644 0.863  0.075
H: -1.861 -2.239 1.727  0.093
H: -1.823 -3.438 0.423  0.090
H: -2.365 -1.670 -1.243  0.152
H: -4.480 -1.616 -0.973  0.105
H: -6.775 -0.836 -1.147  0.105
H: -7.429 1.377 -0.274  0.099
H: -5.722 2.820 0.787  0.104
H: -3.388 2.036 0.964  0.115
H: -0.475 0.402 0.627  0.144
H: 1.978 -0.841 -0.408  0.127
H: 1.460 0.585 2.224  0.116
H: 1.978 -1.080 1.959  0.120
H: 3.825 0.115 2.802  0.106
H: 3.625 1.469 1.714  0.100
H: 5.501 -0.342 1.357  0.104
H: 4.237 -1.262 0.561  0.114
H: 5.871 0.290 -0.766  0.103
H: 4.837 1.610 -0.254  0.111
H: 4.529 0.361 -2.582  0.106
H: 3.642 -0.808 -1.633  0.104
H: 3.027 2.125 -2.156  0.110
H: 2.082 0.706 -2.602  0.113
H: 0.927 1.798 -0.836  0.116
H: 2.376 1.995 0.129  0.100

***

The following is a DFT calculation (the ωB97M-V functional and the def2-TZVPD basis) of C17H26BIN7OTi as an isolated structure.

Results
total charge	+2
gap between HOMO and LUMO (alpha / beta)	6.914 / 6.191	eV
energy relative to the best compared isomer or geometry (same formula, charge and spin)	8.4	kJ/mol
2S+1	2

Last column: Löwdin charge in e.
CARTESIAN COORDINATES (ANGSTROEM)
Ti: 1.352 0.304 0.466  0.706
C: 1.171 3.906 1.449  -0.037
C: 0.001 3.290 0.724  -0.278
C: -1.268 3.786 0.432  0.059
C: -1.995 2.733 -0.124  -0.233
C: -3.404 2.662 -0.639  0.029
N: -1.196 1.686 -0.109  0.029
N: 0.036 2.000 0.414  -0.032
B: -1.395 0.193 -0.490  -0.442
N: -0.235 -0.138 -1.581  0.055
N: 1.021 0.442 -1.465  -0.065
C: 1.765 0.128 -2.562  -0.248
C: 3.105 0.704 -2.868  -0.007
C: 0.938 -0.689 -3.395  0.075
C: -0.265 -0.841 -2.727  -0.233
C: -1.498 -1.569 -3.134  0.027
N: -1.220 -0.591 0.819  0.054
N: -0.151 -0.315 1.732  -0.018
C: -0.481 -0.906 2.878  -0.307
C: 0.305 -0.590 4.132  0.010
C: -1.684 -1.566 2.772  0.044
C: -2.123 -1.351 1.470  -0.221
C: -3.347 -1.960 0.786  0.029
H: 1.455 3.308 2.284  0.039
H: 0.842 4.806 1.837  0.066
H: 2.058 4.014 0.837  0.067
H: -1.584 4.849 0.467  0.145
H: -3.631 3.604 -1.026  0.072
H: -4.116 2.414 0.179  0.117
H: -3.417 1.877 -1.396  0.078
H: -2.435 -0.067 -0.956  0.113
H: 3.078 1.655 -3.453  0.119
H: 3.643 -0.022 -3.489  0.098
H: 3.717 0.902 -1.985  0.045
H: 1.077 -1.033 -4.418  0.139
H: -1.321 -2.049 -4.066  0.092
H: -2.282 -0.869 -3.405  0.111
H: -1.838 -2.191 -2.406  0.050
H: 1.387 -0.564 3.912  0.079
H: 0.032 -1.232 4.967  0.092
H: 0.072 0.432 4.466  0.102
H: -2.248 -2.061 3.591  0.152
H: -3.387 -3.014 1.146  0.111
H: -3.179 -2.030 -0.329  0.089
H: -4.140 -1.355 1.053  0.069
N: 2.047 -3.712 0.663  0.253
C: 2.629 -2.591 0.297  -0.511
O: 1.980 -1.519 0.345  -0.190
C: 3.987 -2.557 -0.174  0.240
I: 3.515 1.196 1.292  0.678
H: 1.072 -3.727 0.839  0.128
H: 2.523 -4.634 0.770  0.178
H: 4.563 -1.647 -0.381  0.084
H: 4.470 -3.500 -0.442  0.099

***

The following is a DFT calculation (the ωB97M-V functional and the def2-TZVPD basis) of C17H26ClO2P2Zr as an isolated structure.

Results
total charge	+3
gap between HOMO and LUMO (alpha / beta)	3.444 / 3.442	eV
energy relative to the best compared isomer or geometry (same formula, charge and spin)	0.0	kJ/mol

Last column: Löwdin charge in e.
CARTESIAN COORDINATES (ANGSTROEM)
C: 0.268 -0.004 -5.158  0.127
C: 0.757 0.176 -3.831  0.119
H: 1.058 0.110 -5.911  0.171
H: -0.455 0.802 -5.371  0.170
H: -0.200 -1.002 -5.264  0.178
O: 1.057 0.119 -2.699  0.104
Cl: -2.718 -0.335 -1.537  0.052
Zr: -0.474 -0.064 -0.823  0.787
P: -0.260 2.522 -0.354  0.714
C: 1.067 3.348 0.570  -0.218
C: -0.237 3.336 -1.987  -0.258
H: -0.284 4.422 -1.838  0.077
H: -1.651 4.371 0.398  0.082
H: -1.101 3.006 -2.576  0.051
H: -2.630 2.979 -0.165  0.061
H: 2.046 2.967 0.259  0.047
H: 0.664 3.071 -2.552  0.039
C: -1.741 3.276 0.404  -0.214
H: 1.034 4.430 0.387  0.079
H: -1.858 2.920 1.432  0.055
H: 0.943 3.166 1.645  0.071
P: -0.008 -2.519 0.024  0.709
C: 1.358 -3.055 1.090  -0.213
C: -1.448 -3.214 0.894  -0.214
H: -0.642 -3.294 -2.181  0.042
H: -0.064 -4.626 -1.138  0.075
H: 1.101 -3.501 -1.902  0.055
C: 0.112 -3.589 -1.442  -0.250
H: -2.332 -3.139 0.252  0.060
H: -1.246 -4.264 1.135  0.082
H: 1.397 -4.152 1.099  0.082
H: 1.199 -2.692 2.112  0.052
H: -1.627 -2.631 1.798  0.046
H: 2.314 -2.665 0.722  0.050
C: 1.898 0.032 -0.514  -0.093
O: 3.048 0.099 -0.390  0.197
C: -0.730 0.019 1.300  -0.248
C: -0.902 -0.018 2.544  -0.037
C: -0.939 -0.010 3.960  -0.242
C: -1.999 0.580 4.705  0.005
C: -1.941 0.602 6.100  -0.028
C: -0.868 0.022 6.786  -0.004
C: 0.164 -0.577 6.059  -0.032
C: 0.140 -0.598 4.665  -0.011
H: -2.845 1.011 4.160  0.128
H: -2.751 1.051 6.671  0.127
H: -0.834 0.034 7.870  0.131
H: 0.982 -1.053 6.591  0.124
H: 0.947 -1.056 4.084  0.112

***

The following is a DFT calculation (the ωB97M-V functional and the def2-TZVPD basis) of C17H26GeN3O7STa as an isolated structure.

Results
total charge	-1
gap between HOMO and LUMO (alpha / beta)	5.124 / 5.735	eV
energy relative to the best compared isomer or geometry (same formula, charge and spin)	303.9	kJ/mol
2S+1	2

Last column: Löwdin charge in e.
CARTESIAN COORDINATES (ANGSTROEM)
Ta: 0.232 -0.019 0.036  1.504
O: -4.873 2.006 0.774  0.078
C: -3.756 1.248 0.952  -0.522
O: -3.185 1.188 2.001  0.106
C: -3.431 0.512 -0.327  -0.145
O: -2.261 -0.233 -0.277  -0.237
C: -2.465 -1.619 0.114  -0.113
C: -1.100 -2.314 0.008  -0.811
O: -1.078 -3.580 0.194  -0.146
O: -0.341 -1.464 1.131  -0.404
H: -5.021 2.452 1.620  0.117
H: -4.287 -0.131 -0.567  0.140
H: -3.349 1.265 -1.105  0.124
H: -2.842 -1.657 1.138  0.132
H: -3.176 -2.059 -0.592  0.127
O: 2.279 -0.060 0.472  -0.297
N: 2.662 0.011 1.770  -0.175
C: 3.841 -0.582 2.045  -0.030
C: 4.374 -0.555 3.301  -0.070
C: 3.658 0.111 4.306  -0.083
C: 2.458 0.693 4.008  -0.096
C: 1.899 0.640 2.710  -0.661
S: 0.365 1.267 2.321  0.662
H: 4.289 -1.065 1.190  0.134
H: 5.314 -1.050 3.494  0.099
H: 4.045 0.155 5.316  0.102
H: 1.875 1.201 4.764  0.099
N: -2.143 5.317 -0.550  0.038
C: -1.929 5.346 0.809  -0.111
C: -1.814 4.041 1.184  -0.153
N: -1.950 3.217 0.091  0.078
C: -2.148 4.011 -0.925  -0.199
H: -2.252 6.109 -1.156  0.138
H: -1.869 6.267 1.361  0.098
H: -1.629 3.635 2.165  0.081
H: -2.274 3.702 -1.951  0.120
C: 0.438 1.995 -2.574  -0.228
O: 0.305 1.272 -1.408  -0.463
H: 1.279 1.628 -3.173  0.071
H: 0.613 3.057 -2.357  0.065
H: -0.465 1.924 -3.197  0.069
C: 0.385 -4.634 -2.596  -0.229
Ge: 1.016 -2.995 -1.717  0.760
C: 2.177 -2.105 -3.065  -0.238
C: 2.206 -3.510 -0.250  -0.208
C: -0.338 -1.726 -1.213  -0.386
H: 1.226 -5.217 -2.983  0.000
H: -0.270 -4.380 -3.433  0.005
H: -0.182 -5.221 -1.875  0.006
H: 2.965 -2.771 -3.427  -0.002
H: 2.643 -1.217 -2.629  -0.003
H: 1.581 -1.782 -3.923  0.002
H: 3.049 -4.098 -0.623  0.007
H: 1.634 -4.082 0.479  0.019
H: 2.588 -2.609 0.232  -0.021
H: -0.966 -1.536 -2.094  0.048

***

The following is a DFT calculation (the ωB97M-V functional and the def2-TZVPD basis) of C17H26IN7O2PtS as an isolated structure.

Results
total charge	+2
gap between HOMO and LUMO	4.931	eV
energy relative to the best compared isomer or geometry (same formula, charge and spin)	44.0	kJ/mol

Last column: Löwdin charge in e.
CARTESIAN COORDINATES (ANGSTROEM)
Pt: -0.538 1.289 -0.124  1.254
C: -0.582 4.262 -0.330  -0.129
C: 0.806 3.823 0.186  -0.164
N: 0.701 2.632 1.052  -0.171
C: 0.096 2.865 2.388  -0.129
C: -0.759 1.659 2.747  -0.107
N: -1.594 1.203 1.593  -0.165
C: -2.886 1.889 1.346  -0.130
C: -2.646 3.237 0.699  -0.123
N: -1.573 3.120 -0.355  -0.168
H: -1.005 5.060 0.278  0.126
H: -0.480 4.652 -1.340  0.130
H: 1.444 3.529 -0.646  0.109
H: 1.287 4.654 0.706  0.141
H: 1.616 2.190 1.119  0.109
H: 0.866 3.001 3.147  0.147
H: -0.480 3.788 2.362  0.116
H: -0.120 0.810 2.998  0.135
H: -1.411 1.854 3.600  0.148
H: -1.739 0.164 1.709  0.089
H: -3.464 1.233 0.695  0.133
H: -3.430 1.992 2.286  0.150
H: -3.562 3.624 0.253  0.147
H: -2.318 3.966 1.434  0.115
H: -2.021 3.115 -1.267  0.094
N: -0.152 -6.428 -2.651  0.149
C: -0.145 -5.356 -1.830  -0.294
C: 0.950 -5.112 -0.979  -0.002
C: 0.964 -4.019 -0.148  -0.060
C: -0.115 -3.131 -0.150  -0.321
C: -1.225 -3.379 -0.962  -0.075
C: -1.237 -4.467 -1.799  -0.010
S: -0.137 -1.806 0.958  0.662
O: 0.654 -2.072 2.112  -0.245
O: -1.541 -1.440 1.137  -0.344
N: 0.500 -0.404 0.262  -0.254
C: 1.853 -0.372 -0.103  -0.474
N: 2.526 -1.512 -0.144  0.145
C: 3.805 -1.429 -0.488  -0.061
C: 4.415 -0.224 -0.815  -0.019
C: 3.617 0.897 -0.753  -0.099
N: 2.329 0.840 -0.387  0.049
H: 0.584 -7.109 -2.615  0.115
H: -0.965 -6.657 -3.195  0.114
H: 1.780 -5.807 -0.968  0.122
H: 1.794 -3.850 0.521  0.110
H: -2.102 -2.748 -0.893  0.105
H: -2.107 -4.670 -2.411  0.120
H: 4.356 -2.363 -0.512  0.130
H: 5.455 -0.167 -1.100  0.117
H: 4.009 1.878 -0.995  0.120
I: -0.351 1.228 -2.936  1.053
C: -1.616 0.282 -1.496  -0.688
H: -1.459 -0.789 -1.547  -0.032
H: -2.650 0.575 -1.650  0.009

***

What are the E values for these records? In order: -1300.4964, -2195.0951, -774.2014, -868.0347, -2293.5531, -2002.7123, -3886.5064, -2011.8234 Ha.